1.
ORCA calculation (wB97M-V/def2-TZVPD) on a structure of composition C45H41BrN4RuSSb2.

The geometry in XYZ format:
```
95
Properties=species:S:1:pos:R:3:forces:R:3:lowdin_charge:R:1
Ru -0.136 -0.251 -0.515 0.41 -0.40 0.81 0.5842
C -2.364 0.478 3.091 -0.05 0.02 0.00 -0.0057
C -1.875 -0.014 1.774 0.27 0.08 0.09 -0.2741
N -0.702 0.324 1.326 -0.23 -0.10 -0.41 -0.1554
N 0.088 1.082 2.118 0.07 0.01 0.19 0.0095
C 1.284 1.296 1.624 0.05 0.03 0.08 -0.8430
N 2.106 2.091 2.327 0.07 -0.39 0.18 0.1140
S 1.901 0.661 0.106 -0.91 -0.16 -0.05 0.6762
C -2.564 -1.015 0.963 0.02 -0.30 -0.08 -0.2258
C -3.764 -1.625 1.326 0.10 0.12 0.02 0.0119
C -4.253 -2.663 0.561 0.01 -0.05 -0.08 -0.0278
C -3.531 -3.097 -0.544 -0.08 -0.02 0.05 -0.0214
C -2.356 -2.449 -0.856 0.01 0.02 0.00 -0.1081
N -1.893 -1.425 -0.138 -0.03 0.34 -0.34 -0.0507
H -2.261 1.562 3.137 0.01 0.01 0.00 0.0876
H -1.747 0.074 3.896 -0.02 -0.02 0.00 0.0975
H -3.402 0.210 3.265 -0.01 0.01 0.01 0.0712
H 1.849 2.311 3.276 -0.04 0.07 -0.02 0.1206
H 3.079 2.136 2.078 0.01 0.13 -0.06 0.0976
H -4.305 -1.286 2.196 0.01 0.00 0.01 0.1156
H -5.185 -3.141 0.829 0.00 0.00 0.00 0.1224
H -3.869 -3.920 -1.156 -0.01 -0.01 0.01 0.1184
H -1.744 -2.755 -1.695 0.00 0.01 0.00 0.1124
Br 0.953 -0.893 -2.731 -0.18 -0.16 -0.08 0.8698
C 1.462 -2.652 -2.173 0.04 0.00 -0.03 -0.5402
C 2.001 -3.505 -3.084 -0.01 0.08 0.00 -0.1114
C 2.405 -4.783 -2.646 -0.01 -0.04 0.05 -0.0631
C 2.260 -5.131 -1.335 0.02 -0.01 -0.06 -0.0203
C 1.701 -4.236 -0.389 -0.01 0.03 -0.02 -0.1592
C 1.566 -4.598 0.970 -0.02 0.04 0.03 -0.0304
C 1.035 -3.712 1.859 0.03 -0.07 0.01 -0.0624
C 0.594 -2.441 1.432 0.04 0.08 -0.01 -0.1069
C 0.687 -2.036 0.125 -0.04 0.00 0.02 -0.2680
C 1.269 -2.947 -0.807 0.02 -0.03 0.00 -0.2251
H 2.128 -3.210 -4.117 0.00 0.00 -0.01 0.1076
H 2.834 -5.475 -3.357 0.01 0.00 0.00 0.1119
H 2.576 -6.107 -0.991 0.01 -0.01 0.00 0.1192
H 1.897 -5.579 1.288 0.01 -0.01 0.00 0.1168
H 0.942 -3.977 2.904 0.00 -0.01 0.00 0.1091
H 0.181 -1.779 2.182 0.00 -0.01 0.00 0.0895
C 0.167 3.767 -2.146 -0.23 0.14 -0.01 -0.3841
C -1.187 4.050 -2.826 0.26 0.03 0.11 -0.3588
C -2.350 3.388 -2.104 -0.02 -0.19 0.04 -0.3848
Sb -2.124 1.266 -1.832 0.05 0.16 -0.12 1.4967
C -2.518 0.595 -3.817 -0.02 0.05 0.04 -0.3774
C -3.077 1.446 -4.768 0.00 0.02 0.03 -0.1145
C -3.378 0.982 -6.041 -0.01 0.00 -0.01 -0.0685
C -3.135 -0.342 -6.376 0.00 0.00 -0.01 -0.0711
C -2.588 -1.201 -5.435 0.01 0.00 -0.01 -0.0739
C -2.277 -0.730 -4.168 -0.01 -0.04 0.08 -0.1766
C -4.071 1.002 -1.019 0.11 -0.07 0.05 -0.3738
C -4.432 1.719 0.122 0.07 -0.03 0.04 -0.1365
C -5.690 1.556 0.683 -0.01 -0.01 0.02 -0.0776
C -6.595 0.672 0.110 -0.01 0.01 0.01 -0.0761
C -6.244 -0.038 -1.028 0.01 -0.01 -0.01 -0.0775
C -4.985 0.125 -1.593 0.00 -0.02 0.02 -0.1195
Sb 0.148 3.957 0.029 -0.13 0.21 -0.17 1.4753
C 2.196 4.539 0.218 0.01 -0.02 -0.19 -0.3948
C 2.579 5.721 0.841 -0.08 -0.01 0.02 -0.1184
C 3.924 6.042 0.972 0.05 0.01 0.01 -0.0810
C 4.898 5.186 0.479 0.03 0.03 0.03 -0.0864
C 4.525 4.004 -0.145 -0.01 -0.02 0.03 -0.0871
C 3.180 3.682 -0.272 0.12 0.10 -0.13 -0.1964
C -0.684 5.915 0.266 -0.02 -0.15 0.08 -0.4130
C -1.173 6.190 1.543 -0.06 0.03 -0.02 -0.1635
C -1.722 7.428 1.848 -0.01 0.02 0.01 -0.0865
C -1.803 8.406 0.867 0.00 0.00 0.01 -0.0822
C -1.325 8.143 -0.409 0.00 0.03 0.00 -0.0793
C -0.764 6.908 -0.704 0.11 0.02 -0.11 -0.1218
H 0.974 4.386 -2.536 -0.08 0.04 -0.08 0.0613
H 0.452 2.723 -2.317 0.09 0.01 0.00 0.0098
H -1.165 3.715 -3.869 0.09 -0.01 0.03 0.0997
H -1.370 5.126 -2.859 0.00 -0.01 0.01 0.0903
H -3.306 3.482 -2.621 0.05 0.12 -0.07 0.0604
H -2.496 3.820 -1.110 0.00 -0.07 0.01 0.0287
H -3.289 2.480 -4.529 0.00 0.04 0.01 0.0886
H -3.807 1.656 -6.771 0.00 0.01 0.00 0.1104
H -3.371 -0.702 -7.368 -0.01 0.00 0.00 0.1097
H -2.399 -2.236 -5.689 0.01 0.00 0.00 0.1086
H -1.843 -1.413 -3.448 0.02 0.00 0.00 0.0393
H -3.734 2.411 0.584 0.01 0.01 -0.02 0.0991
H -5.967 2.124 1.562 0.00 0.00 0.01 0.1091
H -7.579 0.549 0.543 -0.01 0.00 0.00 0.1082
H -6.954 -0.715 -1.485 -0.01 -0.01 0.00 0.1097
H -4.726 -0.429 -2.488 0.00 0.01 -0.02 0.0970
H 1.831 6.405 1.225 -0.01 0.01 -0.02 0.0922
H 4.211 6.967 1.457 0.00 0.01 0.00 0.1057
H 5.945 5.442 0.575 0.00 0.00 0.01 0.1045
H 5.280 3.333 -0.534 0.01 0.00 -0.02 0.1053
H 2.905 2.747 -0.751 0.10 0.28 -0.05 0.0160
H -1.128 5.429 2.315 0.00 -0.01 0.02 0.0819
H -2.088 7.627 2.846 0.00 0.01 0.01 0.1043
H -2.234 9.371 1.097 0.00 0.01 0.00 0.1056
H -1.378 8.906 -1.175 0.00 0.01 -0.01 0.1061
H -0.369 6.738 -1.699 0.02 -0.01 0.01 0.0939
```
Forces are in eV/Å.

- HOMO (alpha / beta) (eV) = -10.0620 / -10.1282
- relative energy (zero: lowest compared OMol25 entry of this formula, charge and spin) (kcal per mole) = 0.00
- calculated total energy (eV) = -149820.4382
- Kohn-Sham gap (alpha / beta) (eV) = 6.88 / 6.33
- lowest unoccupied orbital energy (alpha / beta) (hartree) = -0.1169 / -0.1398
- F_max (eV Å⁻¹) = 1.0
- multiplicity = 2
- net charge = +1

2.
ORCA calculation (wB97M-V/def2-TZVPD) on a cluster of 13 separate species, C60H83N7O32S6 in total.

The geometry in XYZ format:
```
188
Properties=species:S:1:pos:R:3:forces:R:3:lowdin_charge:R:1
O -4.643 -1.948 -0.651 0.07 -3.04 -0.71 -0.3007
S -4.666 -3.375 -1.026 0.57 -0.56 0.74 0.6946
O -4.214 -3.829 -2.335 -0.47 0.79 1.78 -0.2768
O -3.793 -4.177 0.175 -1.35 2.05 -0.79 -0.3119
C -3.497 -5.570 0.038 1.57 0.29 -1.21 -0.2563
C -1.998 -5.576 -0.281 0.93 -0.84 0.20 -0.0643
C -6.260 -4.159 -0.602 0.57 1.44 -0.25 -0.0789
H -3.964 -6.002 -0.847 -0.43 0.03 0.08 0.1129
H -3.836 -6.081 0.939 0.24 0.05 0.01 0.1231
H -1.771 -4.987 -1.169 -0.42 0.08 -0.07 0.0638
H -1.556 -6.549 -0.497 -0.53 -0.39 -0.14 0.0830
H -1.319 -5.230 0.498 -0.49 0.43 0.44 0.0662
H -6.067 -5.200 -0.344 -0.17 0.19 -0.25 0.0634
H -6.956 -3.981 -1.421 0.13 -0.30 -0.06 0.0739
H -6.580 -3.560 0.251 -0.09 -0.31 0.14 0.0692
O -3.326 -0.873 6.165 -0.66 -0.45 -1.16 -0.2947
S -4.361 -0.654 5.177 -0.76 0.71 -0.49 0.6846
O -4.742 0.743 4.949 0.33 -2.66 -0.21 -0.2999
O -3.985 -1.336 3.668 -1.36 0.75 2.29 -0.2853
C -3.537 -2.703 3.809 1.86 0.25 -0.15 -0.2653
C -2.063 -2.649 3.331 -1.15 -1.02 0.13 -0.0511
C -5.865 -1.685 5.637 0.26 0.78 -0.78 -0.0918
H -4.075 -3.456 3.234 -0.55 0.62 -0.41 0.1153
H -3.639 -3.014 4.849 0.36 0.05 0.06 0.0913
H -2.011 -2.652 2.243 -0.28 0.43 0.08 0.0482
H -1.617 -3.607 3.598 0.52 0.16 0.38 0.0826
H -1.586 -1.761 3.744 0.23 -0.33 0.06 0.0835
H -6.637 -1.511 4.888 0.10 0.62 0.01 0.0655
H -6.192 -1.328 6.614 0.16 -0.09 -0.08 0.0682
H -5.760 -2.769 5.590 0.82 0.17 0.39 0.0586
O -3.507 4.935 0.898 -0.32 -2.66 -0.88 -0.2994
S -3.452 3.680 0.138 1.43 -0.66 -0.07 0.7372
O -2.198 2.837 0.170 -3.33 2.12 0.15 -0.3489
O -4.780 2.693 0.519 2.67 3.02 -0.23 -0.2755
C -4.833 1.355 0.040 -0.63 -1.64 0.64 -0.2623
C -4.469 0.413 1.216 0.42 0.94 -0.01 -0.0653
C -3.782 4.075 -1.627 0.08 -0.76 0.84 -0.0887
H -4.264 1.122 -0.860 0.14 0.48 -0.04 0.0912
H -5.903 1.343 -0.170 0.00 -0.80 -0.32 0.1264
H -4.796 -0.627 1.233 -0.59 0.47 -0.36 0.0494
H -4.807 0.994 2.074 -0.18 -0.55 0.38 0.0712
H -3.389 0.323 1.335 0.24 0.27 -0.21 0.0655
H -3.227 4.970 -1.907 0.17 -0.23 0.19 0.0523
H -4.846 4.208 -1.825 0.06 -0.01 0.36 0.0730
H -3.414 3.174 -2.118 0.04 0.21 -0.33 0.0505
O 1.451 6.257 -3.313 -1.42 -1.78 0.07 -0.2832
S 0.477 5.243 -2.916 -1.10 -0.13 1.07 0.6987
O -0.982 5.523 -2.944 3.14 -0.69 -0.69 -0.3182
O 0.704 3.782 -3.690 -0.97 1.68 0.32 -0.3013
C 2.025 3.399 -4.047 1.13 -1.69 0.18 -0.2347
C 2.016 1.853 -4.419 -0.91 1.35 0.00 -0.0356
C 0.799 4.698 -1.210 -0.73 0.00 -0.94 -0.0911
H 2.682 3.533 -3.188 0.10 0.16 0.03 0.0823
H 2.405 4.013 -4.863 -0.12 -0.09 -0.05 0.1227
H 1.489 1.244 -3.685 -0.10 0.31 0.27 0.0510
H 2.993 1.384 -4.536 0.12 0.52 -0.17 0.0825
H 1.423 1.778 -5.331 0.26 -0.27 -0.21 0.0634
H 1.709 4.107 -1.108 0.21 0.71 0.02 0.0386
H -0.019 4.025 -0.957 -0.21 0.14 -0.06 0.0516
H 0.693 5.624 -0.644 0.51 -0.24 0.27 0.0836
O -0.343 -5.311 -6.322 0.36 0.84 2.28 -0.2974
S -0.373 -4.741 -4.973 -0.95 -0.42 -0.33 0.6675
O -0.665 -5.596 -3.809 0.88 1.30 -1.72 -0.3184
O 1.031 -3.939 -4.774 -1.65 -1.72 -0.81 -0.2545
C 1.310 -3.472 -3.478 0.00 1.64 0.87 -0.2726
C 1.393 -1.941 -3.614 1.25 0.06 0.39 -0.0599
C -1.599 -3.400 -5.001 0.52 -1.40 -0.33 -0.0975
H 2.153 -4.075 -3.141 0.52 0.80 0.09 0.1285
H 0.581 -3.588 -2.676 -0.77 -0.81 -0.56 0.1025
H 2.235 -1.634 -4.235 0.10 -0.03 -0.05 0.0787
H 1.524 -1.484 -2.634 0.13 -0.01 0.22 0.0527
H 0.510 -1.460 -4.034 -0.30 -0.58 -0.09 0.0613
H -1.732 -2.890 -4.047 0.22 -0.10 -0.16 0.0448
H -2.454 -4.035 -5.236 -0.43 0.45 0.07 0.0674
H -1.362 -2.767 -5.857 -0.02 0.09 0.24 0.0567
O -6.959 -1.790 -3.685 0.69 -0.07 -1.75 -0.2892
S -5.827 -1.495 -4.542 1.31 1.17 -0.87 0.6761
O -4.970 -2.458 -5.202 -1.16 0.00 0.72 -0.2916
O -6.298 -0.479 -5.812 -0.95 -1.22 2.97 -0.2504
C -5.331 -0.064 -6.747 0.16 0.86 -0.67 -0.3212
C -5.703 -0.526 -8.111 0.63 -1.86 -1.29 -0.0762
C -4.756 -0.496 -3.516 0.01 0.16 -0.71 -0.1183
H -4.332 -0.402 -6.472 0.02 0.03 -0.04 0.0995
H -5.380 1.023 -6.817 0.27 0.23 0.72 0.1218
H -4.986 -0.199 -8.864 -0.03 0.70 0.05 0.0778
H -6.717 -0.351 -8.470 0.04 0.40 0.41 0.0864
H -5.531 -1.600 -8.189 -0.36 -0.33 0.26 0.0811
H -4.235 -1.189 -2.855 -0.46 0.11 0.18 0.0220
H -5.383 0.254 -3.034 0.19 -0.19 0.21 0.0752
H -3.951 -0.035 -4.090 -0.21 0.07 -0.27 0.0498
C 3.387 0.992 -1.257 1.05 -0.86 -0.47 -0.0621
C 4.126 -0.208 -1.229 -1.10 0.51 -0.39 -0.0610
C 5.423 -0.250 -0.813 1.33 0.13 1.27 -0.0171
C 6.048 0.925 -0.409 -0.82 2.05 -1.14 -0.1065
C 5.408 2.183 -0.625 -0.66 -1.64 0.73 0.0188
C 4.028 2.193 -0.975 1.54 -0.30 -0.62 -0.0485
N 7.443 0.981 0.143 -2.02 -1.01 0.49 -0.3570
O 7.726 1.999 0.717 0.79 0.80 0.03 0.0790
O 8.078 -0.045 0.149 0.51 -0.22 -0.38 0.0870
H 2.397 0.908 -1.679 -0.20 0.43 0.23 0.0798
H 3.693 -1.112 -1.630 -0.26 -0.13 0.28 0.0992
H 5.941 -1.187 -0.669 0.14 -0.10 -0.28 0.1134
H 5.974 3.079 -0.417 -0.16 0.10 -0.11 0.1088
H 3.576 3.126 -1.279 -0.11 0.14 0.56 0.0762
C 8.585 -4.131 1.924 -0.69 -0.01 -0.33 -0.0566
C 8.011 -3.141 2.720 -0.17 -1.18 0.29 -0.0664
C 6.689 -2.797 2.542 -1.84 0.22 -1.23 0.0112
C 5.918 -3.363 1.477 2.21 -0.94 1.42 -0.1294
C 6.525 -4.366 0.688 -0.62 1.68 -0.65 -0.0082
C 7.862 -4.678 0.850 0.36 -0.18 1.30 -0.0614
N 4.500 -3.053 1.256 0.41 0.75 -1.64 -0.3200
O 3.976 -3.676 0.314 -0.12 0.95 1.71 0.0377
O 4.017 -2.090 1.847 0.13 -1.37 -0.36 0.0668
H 9.541 -4.550 2.200 0.23 0.20 -0.23 0.1060
H 8.501 -2.853 3.638 0.19 0.43 -0.16 0.1117
H 6.205 -2.096 3.205 -0.04 0.13 0.08 0.0957
H 5.951 -4.678 -0.172 0.06 -0.59 0.12 0.1116
H 8.340 -5.470 0.293 -0.18 0.07 -0.34 0.1054
C 5.126 3.407 2.964 1.34 1.00 -0.20 -0.0450
C 5.553 4.288 3.983 0.86 -0.83 -2.57 -0.0666
C 5.034 4.247 5.217 -1.03 -0.96 2.35 -0.0147
C 4.097 3.225 5.516 -0.58 -0.07 -1.85 -0.0925
C 3.663 2.377 4.457 -0.24 0.13 2.20 -0.0272
C 4.178 2.473 3.200 -0.12 -0.67 0.08 -0.1127
N 3.358 3.129 6.792 -0.41 0.80 0.11 -0.3545
O 3.673 3.828 7.735 0.84 0.12 -0.27 0.0741
O 2.363 2.435 6.817 -0.05 -0.70 -0.30 0.0546
H 5.605 3.397 1.997 0.16 0.34 -0.05 0.0922
H 6.423 4.899 3.791 -0.20 0.39 -0.12 0.1133
H 5.430 4.943 5.941 -0.34 -0.16 0.40 0.1215
H 2.957 1.571 4.592 -0.18 0.19 0.63 0.1088
H 3.866 1.723 2.489 0.10 0.19 -0.35 0.1103
C -1.981 3.201 4.673 0.21 0.55 0.78 -0.0567
C -1.079 4.019 5.339 0.95 0.71 -1.84 -0.0272
C 0.135 4.374 4.655 -1.03 -0.54 1.43 0.0144
C 0.447 3.796 3.437 -0.54 0.28 0.37 -0.1274
C -0.445 2.891 2.840 1.29 0.48 -0.16 -0.0050
C -1.619 2.612 3.484 -0.65 -0.30 -0.89 -0.0680
N 1.675 4.256 2.753 1.00 -0.64 -0.86 -0.3356
O 2.018 3.712 1.716 -1.20 -1.06 -0.88 0.0280
O 2.404 5.099 3.203 -0.61 1.07 1.62 0.0915
H -2.995 3.098 5.031 0.02 -0.31 0.22 0.1079
H -1.386 4.560 6.222 0.26 -0.14 0.18 0.1050
H 0.801 5.070 5.143 0.15 0.07 -0.22 0.1157
H -0.239 2.463 1.870 0.02 0.11 0.03 0.0817
H -2.345 2.030 2.935 -0.08 -0.25 0.08 0.0984
C 1.269 -1.633 8.132 1.87 -0.49 0.62 -0.0467
C 2.433 -1.236 8.826 0.14 -0.36 -1.60 -0.0429
C 3.646 -0.989 8.127 -0.41 -0.58 1.02 0.0048
C 3.707 -1.050 6.738 -2.46 0.06 0.26 -0.1377
C 2.481 -1.330 6.090 0.90 0.10 -0.98 -0.0129
C 1.353 -1.757 6.745 -0.48 0.33 1.06 -0.0721
N 4.897 -0.650 6.003 0.64 1.96 -1.75 -0.3132
O 5.864 -0.310 6.657 -0.15 -0.67 0.18 0.0853
O 4.860 -0.470 4.760 -0.61 -1.15 2.03 0.0318
H 0.474 -2.012 8.758 -0.49 0.22 -0.39 0.1054
H 2.419 -1.263 9.906 0.17 0.24 0.02 0.1022
H 4.523 -0.873 8.746 0.21 0.33 -0.28 0.1153
H 2.305 -1.202 5.032 0.88 -0.22 -0.30 0.1001
H 0.539 -2.151 6.154 -0.23 0.26 0.03 0.1031
C -1.801 4.478 -7.493 -0.65 -0.34 -0.21 -0.0739
C -1.555 4.129 -6.175 1.22 -1.13 1.02 -0.0439
C -1.299 2.789 -5.756 -1.46 0.53 -1.71 0.0117
C -1.575 1.802 -6.711 0.16 1.24 -0.45 -0.1335
C -1.881 2.146 -8.056 0.54 0.39 0.02 0.0028
C -1.988 3.495 -8.471 0.41 -1.19 1.63 -0.0559
N -1.545 0.389 -6.262 0.02 0.47 -1.79 -0.3296
O -1.476 -0.461 -7.154 -0.07 0.40 1.36 0.0710
O -1.631 0.209 -5.068 0.17 -0.69 -0.11 0.0618
H -1.918 5.508 -7.796 0.03 0.17 0.25 0.1063
H -1.448 4.850 -5.378 0.01 0.44 -0.22 0.0843
H -0.993 2.533 -4.752 -0.22 0.14 -0.02 0.0980
H -1.885 1.382 -8.819 -0.41 -0.28 0.19 0.1081
H -2.222 3.772 -9.488 0.11 -0.20 -0.06 0.1041
C 0.920 -1.255 1.768 0.24 -1.14 -0.22 -0.0726
C 0.255 -2.295 1.138 -1.28 0.21 -1.03 -0.0682
C -0.580 -2.051 0.011 0.79 2.16 -0.02 0.0414
C -0.633 -0.687 -0.498 0.85 -1.71 1.50 -0.0999
C 0.128 0.309 0.131 -0.45 -0.53 -1.51 -0.0157
C 0.940 -0.029 1.184 0.09 1.49 0.57 -0.0781
N -1.435 -0.332 -1.670 -1.95 -0.84 -1.57 -0.2993
O -1.821 -1.189 -2.477 1.21 -0.71 1.36 0.0258
O -1.820 0.801 -1.837 0.80 1.14 0.89 0.0683
H 1.485 -1.436 2.670 0.17 -0.10 -0.09 0.0978
H 0.354 -3.282 1.566 -0.26 -0.17 -0.16 0.1074
H -1.201 -2.804 -0.452 0.14 -0.13 -0.03 0.0883
H 0.163 1.304 -0.287 -0.21 0.11 0.00 0.1088
H 1.571 0.741 1.604 0.01 0.20 0.09 0.1037
```
Forces are in eV/Å.

- HOMO (eV) = -9.5497
- calculated total energy (eV) = -204502.0682
- Kohn-Sham gap (eV) = 8.51
- lowest unoccupied orbital energy (hartree) = -0.0381
- F_max (eV Å⁻¹) = 4.0
- net charge = 0

> Among the records above, which one has the lowest calculated total energy?

C60H83N7O32S6